The following is a DFT calculation (wB97M-V/def2-TZVPD) of a cluster of 2 separate species, C4H8FN in total at a distorted geometry.

## Properties
**E_HOMO**: -8.07 eV
**Maximum force**: 5.2 eV/Å
**Charge**: 0
**2S+1**: 1
**Relative energy (zero: lowest compared OMol25 entry of this formula, charge and spin)**: 2.8465 eV
**DFT total energy**: -8482.19125 eV

XYZ file:
```
14
Properties=species:S:1:pos:R:3:forces:R:3:nbo_charge:R:1
C 1.81482 0.20147 0.81966 0.1769 -1.6951 1.4401 -0.42
C 1.09511 -0.79299 0.28843 0.1141 0.4281 -0.4553 -0.22
C 0.25882 -0.74116 -0.85725 -2.9304 4.2383 0.9572 -0.47
C -1.58443 0.03597 -0.36228 1.7468 -1.8995 0.0622 0.42
N -1.30158 1.26378 0.15310 -1.9537 1.9851 -3.4870 -0.83
F -2.10143 -0.68321 0.67872 -0.0225 -0.7824 -0.2031 -0.36
H 2.38261 0.01629 1.72991 0.0173 -0.1506 -0.1700 0.20
H 1.92155 1.19674 0.49555 -0.3492 0.9946 -0.8867 0.19
H 1.08000 -1.82643 0.51732 0.7102 -0.7079 1.8981 0.21
H -0.18326 -1.58531 -1.15997 -0.7006 -3.3258 -1.7136 0.20
H 0.52781 0.00943 -1.55441 0.0156 0.3946 -1.1439 0.19
H -2.31949 -0.00112 -1.19779 0.9716 -0.0146 0.1831 0.16
H -0.73002 1.72476 -0.53360 0.2016 0.7325 0.1767 0.36
H -0.86052 1.18178 0.98260 2.0022 -0.1975 3.3421 0.38
```
Positions in Å, forces in eV/Å.

The following is a DFT calculation (wB97M-V/def2-TZVPD) of a cluster of 2 separate species, C4H8FN2 in total at a distorted geometry.

## Properties
**E_HOMO**: -14.48 eV
**Maximum force**: 5.3 eV/Å
**Charge**: +1
**2S+1**: 1
**Relative energy (zero: lowest compared OMol25 entry of this formula, charge and spin)**: 4.0142 eV
**DFT total energy**: -9964.81085 eV

XYZ file:
```
15
Properties=species:S:1:pos:R:3:forces:R:3:nbo_charge:R:1
C -1.30397 -0.03346 -0.16743 -0.8068 0.1652 -0.1352 -0.32
C -0.54932 0.54607 0.72147 2.6108 -0.0727 1.0292 0.56
C 1.72923 -0.00427 0.19528 -4.7289 1.4393 1.7752 0.48
C -2.81069 0.06332 -0.28883 1.7248 2.8560 1.2027 -0.63
N 2.18844 -1.10262 0.66956 -0.6701 -2.3785 2.3280 -0.78
N 2.24113 0.69098 -0.75159 -0.5127 1.7792 -0.6647 -0.76
F -0.69151 1.20801 1.86003 0.3908 -0.9500 -1.8966 -0.26
H -0.83504 -0.55999 -0.95479 0.7806 -0.4527 -0.5169 0.26
H -3.07339 1.10012 -0.02181 -0.3907 -0.5846 -0.0345 0.24
H -3.18719 -0.16629 -1.21649 -0.1828 -0.1480 -2.6399 0.24
H -3.30703 -0.62140 0.28662 -1.0412 -1.5650 2.2149 0.24
H 1.74601 -1.56658 1.53599 0.9026 1.1149 -2.1871 0.45
H 2.83690 -1.67015 0.14661 0.4996 -0.0957 0.1132 0.42
H 1.85402 1.62703 -0.95961 0.3866 -1.0831 0.0330 0.45
H 3.16241 0.48924 -1.05502 1.0374 -0.0242 -0.6214 0.41
```
Positions in Å, forces in eV/Å.

The following is a DFT calculation (wB97M-V/def2-TZVPD) of a cluster of 2 separate species, C4H8FN2 in total at a distorted geometry.

## Properties
**<S²>**: 2.010
**E_HOMO (alpha / beta)**: -8.41 / -15.56 eV
**Maximum force**: 10.9 eV/Å
**Charge**: +1
**2S+1**: 3
**Relative energy (zero: lowest compared OMol25 entry of this formula, charge and spin)**: 2.7743 eV
**DFT total energy**: -9960.95899 eV

XYZ file:
```
15
Properties=species:S:1:pos:R:3:forces:R:3:mulliken_spin:R:1
C -0.60316 -0.26478 0.45367 0.1400 -8.5889 6.6933 0.29
C 0.59363 -1.77474 2.07481 3.0577 -0.4853 -2.2077 0.10
C -0.18911 -2.68540 1.23660 1.4771 0.5291 -0.0985 0.19
C -0.67870 -1.22468 1.50675 -2.0796 5.8124 -2.8558 0.59
N -0.50785 0.64301 -0.21821 0.3480 6.8564 -5.3431 0.59
N -0.12940 2.40052 -2.06858 -0.6828 0.8564 -1.0965 0.01
F -1.75685 -1.02767 2.34217 -0.2483 -1.1185 1.1678 0.17
H 0.87080 -1.98144 3.08485 -0.9660 -0.1769 0.9067 0.01
H 1.39816 -1.17191 1.56296 -0.8258 -0.8091 0.5016 0.04
H -0.16244 -2.76623 0.15197 0.3731 -0.1694 0.3010 0.03
H -0.79464 -3.29781 1.79581 -1.2672 -1.9902 0.9652 0.02
H -0.23830 3.31977 -1.62830 1.3868 -0.3008 0.5854 0.00
H -0.34967 1.61237 -1.31040 -1.1101 -0.1340 0.0923 -0.03
H 0.79286 2.03719 -2.33688 0.0455 1.3141 -0.1396 -0.01
H -0.70137 2.64821 -2.90873 0.3514 -1.5953 0.5280 0.00
```
Positions in Å, forces in eV/Å.

The following is a DFT calculation (wB97M-V/def2-TZVPD) of a cluster of 2 separate species, C4H8FN2S in total at a distorted geometry.

## Properties
**E_HOMO**: -14.35 eV
**Maximum force**: 4.6 eV/Å
**Charge**: +1
**2S+1**: 1
**DFT total energy**: -20800.94913 eV

XYZ file:
```
16
Properties=species:S:1:pos:R:3:forces:R:3:nbo_charge:R:1
C -0.22210 2.67289 -0.21766 0.3657 3.1382 -1.0960 -0.48
C -1.35470 0.47875 0.22956 1.2947 4.3897 -0.2724 0.36
C 1.08215 -1.58420 -0.59112 1.2658 -1.6898 -0.3402 0.16
C 1.38898 -1.98614 0.83459 -1.4256 -0.6253 -0.3665 -0.03
N -1.04978 1.62585 0.17113 -0.6733 -3.5378 0.0716 -0.28
N 0.23980 -0.68430 -0.80227 -0.2732 1.0533 -1.7247 -0.65
F 0.35094 -1.48735 1.59648 -0.5267 0.0994 0.7482 -0.37
S -2.22801 -0.78317 0.74894 -2.0331 -1.8634 0.3186 0.27
H 0.25899 3.14493 0.71307 -0.5170 -0.7689 -1.6806 0.27
H -0.85844 3.44428 -0.74389 0.1370 -0.3813 1.2785 0.26
H 1.67751 -2.15628 -1.36506 -0.6318 0.9151 0.5225 0.20
H 0.42265 2.52896 -1.12477 0.1945 -0.9458 1.3736 0.25
H 2.21903 -1.34894 1.11396 0.9633 -0.8246 0.2593 0.22
H 1.37496 -3.12045 1.00818 0.7956 1.7447 -0.3386 0.22
H 0.13975 -0.38033 -1.79949 0.2223 -0.7397 0.9268 0.38
H -3.44171 -0.36450 0.22834 0.8416 0.0361 0.3201 0.19
```
Positions in Å, forces in eV/Å.

The following is a DFT calculation (wB97M-V/def2-TZVPD) of an isolated molecule of C4H8FN3 at a distorted geometry.

## Properties
**E_HOMO**: -8.95 eV
**Maximum force**: 3.8 eV/Å
**SMILES**: [H]/N=C(/CF)N(N)C=C
**Charge**: 0
**2S+1**: 1
**Relative energy (zero: lowest compared OMol25 entry of this formula, charge and spin)**: 2.6902 eV
**DFT total energy**: -11462.11034 eV

XYZ file:
```
16
Properties=species:S:1:pos:R:3:forces:R:3:nbo_charge:R:1
C 0.21752 -1.42320 0.08483 -1.3788 0.5189 -0.7556 -0.05
C -0.20129 -1.65295 -1.17322 1.3519 -1.0379 0.5479 -0.42
C 0.19911 1.09303 0.12349 -1.1959 1.0459 0.8082 0.35
C 0.23589 1.16653 -1.30511 0.8827 0.7670 -2.1994 -0.02
H 0.60369 -0.76792 2.50576 -0.8853 0.4442 -0.7726 0.36
H -1.16316 -0.46855 2.51870 3.4738 0.7222 -1.2511 0.38
H 0.72710 -2.17532 0.76080 -0.4689 1.2516 -0.9121 0.21
H -0.77812 -0.90698 -1.68758 -0.2560 -0.1320 -0.0516 0.22
H 0.14710 -2.51533 -1.76512 -0.3199 0.3477 0.5869 0.21
H -0.12918 1.91079 1.63404 0.0906 1.0502 0.6077 0.34
H 0.97647 0.55910 -1.80954 -0.7480 -1.2359 -0.3873 0.18
H 0.53482 2.11620 -1.65109 0.5543 1.4946 0.3947 0.20
N -0.14800 -0.16029 2.11987 -3.2936 -0.5483 0.5961 -0.70
N -0.23810 -0.14540 0.66135 2.1762 -1.8311 2.3568 -0.31
N 0.10951 2.23755 0.68876 0.3365 -1.8396 1.2762 -0.60
F -1.09336 1.13273 -1.70593 -0.3196 -1.0176 -0.8449 -0.36
```
Positions in Å, forces in eV/Å.

The following is a DFT calculation (wB97M-V/def2-TZVPD) of an isolated molecule of C4H8FN3O4 at a distorted geometry.

## Properties
**E_HOMO**: -8.78 eV
**Maximum force**: 4.4 eV/Å
**SMILES**: CN(C)CO/[N+]([O-])=C(/F)[N+](=O)[O-]
**Charge**: 0
**2S+1**: 1
**Relative energy (zero: lowest compared OMol25 entry of this formula, charge and spin)**: 0.8263 eV
**DFT total energy**: -19646.62242 eV

XYZ file:
```
20
Properties=species:S:1:pos:R:3:forces:R:3:nbo_charge:R:1
C -1.11691 1.13160 -0.28475 0.1642 -1.3743 -1.4909 -0.42
C -2.32757 -1.00683 -0.89268 -0.6913 0.9319 -2.3689 -0.41
C -0.58779 -0.91651 0.79401 -2.8150 -2.0301 -0.3621 0.06
C 2.56740 0.23876 0.07121 1.1115 -0.9723 -0.6681 0.50
N -1.18940 -0.33519 -0.42398 3.4813 0.7961 2.6518 -0.46
N 2.79300 1.50556 0.68384 0.0133 1.4992 1.1486 0.46
N 1.59847 -0.62816 0.14649 -2.5348 0.4004 0.5884 0.36
O 1.89637 1.94439 1.41573 1.0548 -0.4780 -0.9079 -0.35
O 0.63252 -0.36842 1.15110 1.2147 0.6003 -0.1458 -0.33
O 3.85746 2.09014 0.43104 -1.6219 -1.3222 0.1097 -0.34
O 1.37299 -1.55959 -0.60063 1.1590 -0.1054 0.2366 -0.36
F 3.51787 -0.23455 -0.69582 0.7920 0.6783 -0.4365 -0.26
H -1.57858 1.53011 -1.17487 0.4112 0.4572 -0.5986 0.20
H -1.81462 1.37137 0.46026 -0.5726 1.0788 1.8003 0.17
H -0.05545 1.47272 -0.11492 -1.5368 -0.1655 -0.1541 0.22
H -2.12373 -2.06465 -0.75328 -0.5397 -0.1644 -0.3239 0.21
H -3.34649 -0.69099 -0.59958 0.3241 -0.2040 1.0141 0.17
H -2.35743 -0.69710 -1.97236 -0.1226 -1.0257 0.4133 0.20
H -1.24610 -0.73652 1.70285 0.9073 -0.0525 -0.6570 0.18
H -0.49200 -2.04614 0.65634 -0.1985 1.4521 0.1508 0.20
```
Positions in Å, forces in eV/Å.

The following is a DFT calculation (wB97M-V/def2-TZVPD) of an isolated molecule of C4H8FNO at a distorted geometry.

## Properties
**E_HOMO**: -9.80 eV
**Maximum force**: 5.4 eV/Å
**SMILES**: C/C=N/[C@H](F)OC
**Charge**: 0
**2S+1**: 1
**Relative energy (zero: lowest compared OMol25 entry of this formula, charge and spin)**: 2.2844 eV
**DFT total energy**: -10530.21917 eV

XYZ file:
```
15
Properties=species:S:1:pos:R:3:forces:R:3:nbo_charge:R:1
C -0.81799 0.70942 0.27164 0.5679 0.1556 2.7173 0.18
C -1.71272 0.80976 1.52917 3.0603 2.6635 0.8591 -0.69
C 0.90562 -1.75019 -0.78648 2.3110 1.4335 2.4684 -0.27
C 1.19297 0.77060 -0.75663 3.4364 -4.0965 -0.5016 0.58
N 0.45961 0.94092 0.38250 -3.6262 -0.3501 -0.2276 -0.48
O 1.90613 -0.75460 -0.64386 -0.8647 3.6958 -1.1803 -0.56
F 0.62430 0.69660 -1.97835 -0.7962 0.5420 0.0719 -0.34
H -1.36668 0.41603 -0.59842 0.2511 0.0032 -1.0434 0.18
H -2.59077 0.19994 1.57067 -0.5271 -0.0044 -0.2740 0.23
H -1.85361 1.96288 1.69751 -0.5478 -2.0839 -0.5180 0.24
H -1.03879 0.61647 2.41729 -0.7833 -0.2411 -0.9081 0.24
H 0.33818 -1.52977 0.08246 -1.5859 -1.0512 0.6404 0.17
H 1.47564 -2.63093 -0.73633 0.5331 -1.5245 0.7785 0.20
H 0.41484 -1.85824 -1.67254 -1.6918 0.6565 -2.6516 0.17
H 2.06325 1.40112 -0.77862 0.2632 0.2017 -0.2311 0.16
```
Positions in Å, forces in eV/Å.

The following is a DFT calculation (wB97M-V/def2-TZVPD) of a structure of composition C4H8FNO at a distorted geometry.

## Properties
**E_HOMO**: -9.32 eV
**Maximum force**: 4.9 eV/Å
**Charge**: 0
**2S+1**: 1
**Relative energy (zero: lowest compared OMol25 entry of this formula, charge and spin)**: 4.5197 eV
**DFT total energy**: -10527.98390 eV

XYZ file:
```
15
Properties=species:S:1:pos:R:3:forces:R:3:nbo_charge:R:1
C -0.70077 1.19959 0.94962 0.2169 1.2354 0.4599 0.38
C 0.70482 -0.96233 1.07759 3.9686 1.5219 -2.4763 -0.63
C -0.59750 -0.49754 -1.49967 -0.4318 2.4460 2.3768 -0.49
C 0.54026 0.45330 0.73755 2.6620 0.5780 -3.1919 -0.14
N 0.64512 0.21962 -1.16642 -0.5180 -0.7261 3.9222 0.02
O -1.80590 0.78167 0.75338 -0.7875 -0.6237 0.1568 -0.51
F 0.61088 1.51653 -1.58463 -0.5599 1.3509 -1.1002 -0.27
H -0.58451 2.25395 1.28591 0.1404 -0.1418 -0.1694 0.12
H -0.11288 -1.44473 0.81944 -3.8423 -2.6765 -0.8395 0.21
H 1.57101 -1.30855 0.41899 -1.0928 0.1425 0.9020 0.23
H 0.97647 -1.12273 2.03548 0.7060 -0.5356 3.3317 0.22
H -0.78072 -0.59191 -2.48258 0.1577 0.0416 -3.9426 0.21
H -0.39996 -1.46439 -1.17249 0.0010 -1.6882 0.8525 0.21
H -1.56845 -0.07710 -1.12485 1.0587 -0.3186 0.2349 0.22
H 1.50213 1.04463 0.95268 -1.6788 -0.6059 -0.5168 0.22
```
Positions in Å, forces in eV/Å.

The following is a DFT calculation (wB97M-V/def2-TZVPD) of a structure of composition C4H8GdO2 at a distorted geometry.

## Properties
**<S²>**: 16.784
**E_HOMO (alpha / beta)**: -21.57 / -20.68 eV
**Maximum force**: 3.2 eV/Å
**Charge**: +3
**2S+1**: 8
**Relative energy (zero: lowest compared OMol25 entry of this formula, charge and spin)**: 0.0000 eV
**DFT total energy**: -29172.32392 eV

XYZ file:
```
15
Properties=species:S:1:pos:R:3:forces:R:3:mulliken_spin:R:1
C 1.01656 0.01315 1.54656 -1.2217 -1.5846 -0.9872 0.05
C 1.04091 0.60541 0.16185 1.2071 -0.0924 2.7216 0.03
C -0.27159 0.80497 -0.43141 -0.0702 2.0205 1.7187 0.40
C -0.64698 0.14629 -1.57886 -1.0135 -0.7124 -2.7429 0.23
O -1.76273 0.34112 -2.19593 0.6650 -0.4343 -0.0053 0.58
Gd -3.12289 -0.05224 -4.21945 0.4443 0.2847 0.8078 5.57
H 1.96916 -0.44005 1.83762 -0.3362 0.2929 0.3209 0.00
H 0.37830 0.55538 2.25188 0.3395 -0.4440 0.1731 0.00
H 1.73817 0.07192 -0.49667 0.2597 0.6299 0.3882 0.01
H 1.52965 1.43786 1.00286 -0.5093 -0.1592 -3.1854 0.06
H -0.98481 1.47983 0.04945 0.0407 -0.1098 -0.1212 0.02
H 0.06821 -0.55670 -2.03725 -0.1613 0.1381 0.1352 0.03
H -0.58744 -1.20313 0.63766 0.2645 -0.7051 0.9394 0.01
O 0.05819 -1.48233 1.33276 0.3327 1.2206 -0.4844 0.02
H -0.42267 -1.72148 2.13893 -0.2414 -0.3449 0.3216 0.00
```
Positions in Å, forces in eV/Å.

The following is a DFT calculation (wB97M-V/def2-TZVPD) of a cluster of 2 separate species, C4H8IN2 in total at a distorted geometry.

## Properties
**E_HOMO**: -11.94 eV
**Maximum force**: 4.1 eV/Å
**Charge**: +1
**2S+1**: 1
**Relative energy (zero: lowest compared OMol25 entry of this formula, charge and spin)**: 4.3396 eV
**DFT total energy**: -15347.76685 eV

XYZ file:
```
15
Properties=species:S:1:pos:R:3:forces:R:3:nbo_charge:R:1
C -1.18163 1.17011 -0.06277 -1.2385 -1.8781 0.1388 -0.13
C -1.03375 3.56020 -0.44215 -0.1766 2.2560 -0.9754 -0.15
C 1.26629 -0.57589 0.00508 3.7692 -0.9493 -1.4366 0.12
C 0.10210 -2.71718 0.40328 -2.3420 -0.0324 2.0587 -0.46
N -1.28392 2.34582 -0.35328 0.7042 0.1275 0.4364 -0.28
N 1.17223 -1.83064 0.09727 2.5917 -1.6111 0.3541 -0.44
I 3.15313 0.28464 -0.37328 -0.8103 -0.2885 0.4522 0.29
H -2.15553 0.64086 0.08334 0.4467 0.4356 -0.1291 0.18
H -0.97855 4.02439 -1.45464 -0.1038 -0.3302 0.9982 0.22
H -0.94919 4.17454 0.46854 -0.0167 -0.3692 -0.5453 0.22
H 0.49096 0.02862 -0.23904 -2.9994 2.0562 0.1596 0.24
H -0.88025 -2.36510 0.13636 -0.1440 0.6137 -0.5951 0.25
H 0.15546 -3.73538 0.01949 0.7950 0.2597 0.0190 0.26
H 0.04232 -2.67431 1.52115 0.1537 -0.7706 -0.7602 0.25
H 2.08034 -2.33069 0.19065 -0.6292 0.4806 -0.1753 0.43
```
Positions in Å, forces in eV/Å.